(1)
Molecular formula: C4H3OPS
Method: DFT, ωB97M-V/def2-TZVPD

Positions of all 10 atoms, in Å:
O: 3.35143 0.91005 -2.16679
P: 2.22725 1.05350 -1.24281
C: 0.93869 0.00085 -1.40674
C: -0.05887 -0.47278 -0.71136
C: -0.95566 -0.47016 0.32447
C: -1.08333 0.22161 1.57905
S: -0.37760 1.35907 2.65434
H: -0.26276 -1.35879 -1.56743
H: -1.86992 -1.13955 0.28746
H: -1.90922 -0.10380 2.24981

The calculation puts the LUMO energy (alpha / beta) at -0.097 / -0.097 hartree. The value obtained for the frontier orbital gap (alpha / beta) is 5.71 / 5.71 eV. Its SMILES is O=P#C/C=C\C=S. Its net charge is 0. The spin multiplicity is 1.

Mulliken atomic charge list, values in e, 8 entries: number 1, O, carries -0.473; number 2, P, carries 0.316; number 3, C, carries -0.065; number 4, C, carries 0.359; number 5, C, carries -0.018; number 6, C, carries -0.525; number 7, S, carries -0.237; number 8, H, carries 0.177

(2)
Molecular formula: C4H3OPt
Method: DFT, ωB97M-V/def2-TZVPD

Positions of all 9 atoms, in Å:
C: -0.33682 -1.38501 -0.24336
C: -1.62256 -0.97348 -0.61169
C: -0.89484 -0.18412 0.18380
H: -2.51421 -1.21015 -1.19052
C: 0.73475 1.15577 0.51374
O: 1.78893 0.54563 0.07491
Pt: 1.58909 -1.26963 -0.42516
H: 0.70298 1.16601 1.62290
H: 0.55268 2.15499 0.07539

The calculation puts the LUMO energy (alpha / beta) at -0.410 / -0.538 hartree. The expectation value of S² is 3.766. The value obtained for the frontier orbital gap (alpha / beta) is 9.48 / 6.80 eV. Its net charge is +2. The spin multiplicity is 4.

Mulliken atomic charge list, values in e, 8 entries: number 1, C, carries -0.119; number 2, C, carries -0.047; number 3, C, carries 0.185; number 4, H, carries 0.417; number 5, C, carries 0.032; number 6, O, carries -0.353; number 7, Pt, carries 1.132; number 8, H, carries 0.376

(3)
Molecular formula: C4H3P
Method: DFT, ωB97M-V/def2-TZVPD

Positions of all 8 atoms, in Å:
C: -1.75895 1.13190 0.18186
C: 2.39024 -0.07326 0.27455
C: -1.52533 -0.04315 0.05751
C: 1.37269 -0.64148 0.05003
P: -0.75696 -1.59597 -0.02443
H: -1.91762 2.17496 0.29285
H: 3.06860 0.57290 0.56654
H: -0.87268 -1.52590 -1.39892

The calculation puts the LUMO energy (alpha / beta) at 0.036 / -0.145 hartree. The expectation value of S² is 2.026. The value obtained for the frontier orbital gap (alpha / beta) is 7.79 / 5.88 eV. Its net charge is 0. The spin multiplicity is 3.

Computed Mulliken charges, given in elementary charges: number 1, C, carries 0.277; number 2, C, carries 0.133; number 3, C, carries -0.444; number 4, C, carries -0.781; number 5, P, carries -0.038; number 6, H, carries 0.354; number 7, H, carries 0.402; number 8, H, carries 0.098

(4)
Molecular formula: C4H3PS
Method: DFT, ωB97M-V/def2-TZVPD

Positions of all 9 atoms, in Å:
C: 0.76025 0.43321 1.09337
C: -0.27289 -0.32652 0.79022
P: -1.70038 0.64313 0.15071
C: -1.49246 0.21190 -1.52245
C: -0.36551 -0.24360 -1.88860
S: 1.03782 -0.84915 -2.03806
H: 1.65523 -0.06139 1.63171
H: 0.79043 1.54872 0.75167
H: -0.41249 -1.35631 1.03143

The calculation puts the LUMO energy at -0.069 hartree. The value obtained for the frontier orbital gap is 6.74 eV. Its SMILES is C=CP=C=C=S. Its net charge is 0. The spin multiplicity is 1.

Mulliken atomic charge list, values in e, 8 entries: number 1, C, carries -0.431; number 2, C, carries -0.360; number 3, P, carries 0.132; number 4, C, carries -0.184; number 5, C, carries 0.335; number 6, S, carries -0.323; number 7, H, carries 0.218; number 8, H, carries 0.205

(5)
Molecular formula: C4H4
Method: DFT, ωB97M-V/def2-TZVPD

Positions of all 8 atoms, in Å:
C: 0.93261 0.23039 -0.96507
C: -0.06662 -0.60509 -0.78831
C: -0.95561 0.06951 0.15630
C: 0.33321 0.78488 0.16569
H: 1.75656 0.27591 -1.61783
H: -1.89882 0.27482 -0.28893
H: -1.01643 -0.36903 1.16654
H: 0.91510 -0.66140 2.17161

The calculation puts the LUMO energy (alpha / beta) at -0.018 / 0.002 hartree. The value obtained for the frontier orbital gap (alpha / beta) is 7.14 / 9.84 eV. Its net charge is 0. The spin multiplicity is 1.

Computed Mulliken charges, given in elementary charges: number 1, C, carries -0.108; number 2, C, carries -0.040; number 3, C, carries -0.137; number 4, C, carries -0.536; number 5, H, carries 0.421; number 6, H, carries 0.299; number 7, H, carries 0.112; number 8, H, carries -0.010

(6)
Molecular formula: C4H40BO28
Method: DFT, ωB97M-V/def2-TZVPD

Positions of all 73 atoms, in Å:
O: -2.32645 0.56304 -0.22220
C: -1.23731 0.46391 0.30709
O: -0.30058 -0.19318 -0.15355
B: 0.78149 0.06055 0.79451
O: 0.19973 0.75431 1.90939
C: -0.98653 0.90666 1.59957
O: -1.84030 1.13390 2.47819
O: 1.86452 0.76275 0.18728
C: 2.83058 -0.04978 0.17007
O: 3.90713 0.32007 -0.22598
C: 2.53563 -1.25843 0.81907
O: 1.35355 -1.25790 1.16723
O: 3.31762 -2.22550 1.00811
O: -1.29923 -1.14202 -3.21130
H: -0.74819 -0.54388 -2.69983
H: -1.50637 -1.78391 -2.52425
O: -4.49170 2.48164 -1.24076
H: -4.09324 2.33166 -0.35206
H: -4.51297 3.44603 -1.40039
O: 2.51484 -4.39611 2.65506
H: 2.35794 -3.46019 2.74780
H: 3.45461 -4.28227 2.54420
O: 0.86217 0.25284 -3.03127
H: 0.86566 1.05876 -2.49210
H: 1.35972 0.45637 -3.83500
O: 3.02575 2.76091 -1.50848
H: 3.51489 3.55511 -1.41539
H: 3.25281 2.19095 -0.71197
O: -3.76219 2.74265 1.91571
H: -3.59952 2.11101 2.64106
H: -4.61753 3.08414 2.03829
O: -1.72649 3.57918 -0.03917
H: -2.18425 3.49573 0.79461
H: -2.06864 4.38615 -0.38907
O: -4.17156 -0.17942 -2.46317
H: -3.32452 -0.55435 -2.27635
H: -4.11409 0.55318 -1.86456
O: 2.50107 -1.73119 -2.21155
H: 1.99591 -0.97301 -2.42813
H: 3.41162 -1.55266 -2.35237
O: 0.40474 -2.65769 3.91794
H: -0.07195 -2.60476 3.07018
H: -0.00568 -1.93789 4.37098
O: -4.49493 0.06684 3.45337
H: -4.93308 -0.75073 3.74374
H: -4.11484 -0.10786 2.61004
O: -4.97687 0.25293 0.80158
H: -5.28109 1.08530 1.19989
H: -4.14906 0.55561 0.39743
O: 6.09449 -0.52699 -1.23393
H: 6.51361 0.15535 -1.80887
H: 5.39681 -0.04431 -0.84688
O: -2.02903 2.14362 -3.02466
H: -2.47833 2.15772 -2.18100
H: -1.11873 2.30000 -2.84422
O: 0.20562 2.57840 -1.47063
H: 0.99698 2.83007 -1.06716
H: -0.58466 3.01973 -1.02990
O: 1.54704 -4.10383 -0.27379
H: 1.40413 -3.22422 -0.56584
H: 1.78025 -3.97318 0.64542
O: 3.46385 1.01002 -3.53207
H: 3.23598 1.69233 -2.85315
H: 3.73950 0.22185 -3.01863
O: -1.53161 -0.64096 4.41042
H: -1.42044 -0.06307 3.70446
H: -2.45146 -0.54809 4.59532
O: -0.86801 -3.08085 1.46171
H: -0.30618 -2.52662 0.93769
H: -1.75573 -2.70951 1.45737
O: 4.96645 -3.11698 -0.83328
H: 5.54608 -2.35154 -0.73361
H: 4.28060 -2.96842 -0.18825

The calculation puts the LUMO energy at 0.044 hartree. The value obtained for the frontier orbital gap is 8.92 eV. Its net charge is -1. The spin multiplicity is 1.

Mulliken atomic charge list, values in e, 8 entries: number 1, O, carries -0.283; number 2, C, carries 0.639; number 3, O, carries 0.056; number 4, B, carries 1.467; number 5, O, carries -0.846; number 6, C, carries 1.127; number 7, O, carries -0.906; number 8, O, carries -0.820

(7)
Molecular formula: C4H4AlO2
Method: DFT, ωB97M-V/def2-TZVPD

Positions of all 11 atoms, in Å:
H: 1.66067 -0.89567 -0.04091
O: -2.62665 0.62752 -0.05629
C: -2.45525 -0.76334 -0.02577
C: -1.04370 -1.09060 0.14585
C: 0.13167 -1.17015 0.57134
H: -3.54321 0.82524 -0.27041
H: -2.78942 -1.25350 -0.95762
H: -3.00710 -1.24156 0.80384
C: 0.86852 -1.80571 -0.43440
O: 1.30792 -2.96214 -0.50160
Al: 0.76150 -4.42205 -0.10357

The calculation puts the LUMO energy (alpha / beta) at -0.617 / -0.684 hartree. The value obtained for the frontier orbital gap (alpha / beta) is 7.52 / 5.13 eV. Its net charge is +3. The spin multiplicity is 1.

Mulliken atomic charge list, values in e, 8 entries: number 1, H, carries 0.405; number 2, O, carries 0.041; number 3, C, carries -0.283; number 4, C, carries 0.181; number 5, C, carries -0.171; number 6, H, carries 0.460; number 7, H, carries 0.408; number 8, H, carries 0.406

(8)
Molecular formula: C4H4BeO2
Method: DFT, ωB97M-V/def2-TZVPD

Positions of all 11 atoms, in Å:
C: 1.03108 -0.37021 0.08256
O: 0.43710 0.17236 -0.74182
H: -0.26054 0.37576 -1.42113
C: 3.52188 -1.72933 0.18124
C: 3.65003 -1.09777 -0.95637
C: 3.41450 -0.69163 -2.25574
O: 4.20877 -0.85684 -3.20784
Be: 5.21905 -1.69151 -3.31000
H: 3.98653 -1.32665 1.08976
H: 3.06319 -2.72472 0.22180
H: 2.87594 0.29827 -2.07122

The calculation puts the LUMO energy (alpha / beta) at -0.590 / -0.621 hartree. The expectation value of S² is 0.755. The value obtained for the frontier orbital gap (alpha / beta) is 8.47 / 7.93 eV. Its net charge is +3. The spin multiplicity is 2.

Mulliken atomic charge list, values in e, 8 entries: number 1, C, carries 0.409; number 2, O, carries 0.057; number 3, H, carries 0.529; number 4, C, carries -0.559; number 5, C, carries 0.087; number 6, C, carries 0.660; number 7, O, carries 0.195; number 8, Be, carries 0.560

(9)
Molecular formula: C4H4BiCl2O4Sm
Method: DFT, ωB97M-V/def2-TZVPD

Positions of all 16 atoms, in Å:
Bi: 0.00923 -0.88865 -3.20859
Sm: -0.91755 0.44653 0.49678
Cl: -1.04550 1.43231 -2.39288
Cl: 1.30559 -0.59069 0.65067
C: -0.98304 -1.19856 2.30401
C: 0.25829 0.68432 -5.09927
C: 0.51083 -2.35667 -5.61531
O: -0.52015 -1.49218 3.30381
O: -0.70376 0.79742 -5.69283
O: 0.69045 -2.87575 -6.61363
C: 0.22153 0.83021 3.99278
O: -0.08574 1.25351 2.57382
H: -0.69319 0.29285 4.28453
H: 0.39938 1.65178 4.68149
H: 0.99041 0.04623 3.97927
H: 0.56322 1.96734 2.35535

The calculation puts the LUMO energy (alpha / beta) at -0.729 / -0.729 hartree. The expectation value of S² is 8.762. The value obtained for the frontier orbital gap (alpha / beta) is 4.79 / 4.83 eV. Its net charge is +4. The spin multiplicity is 6.

Mulliken atomic charge list, values in e, 8 entries: number 1, Bi, carries 1.980; number 2, Sm, carries 1.590; number 3, Cl, carries -0.227; number 4, Cl, carries -0.257; number 5, C, carries 0.240; number 6, C, carries 0.171; number 7, C, carries 0.043; number 8, O, carries -0.040

(10)
Molecular formula: C4H4Br12
Method: DFT, ωB97M-V/def2-TZVPD

Positions of all 20 atoms, in Å:
C: 3.17882 -3.01765 0.05505
Br: 1.25204 -3.36704 -0.24577
Br: 4.28038 -3.32440 -1.55819
Br: 3.86204 -3.96164 1.57563
H: 3.33358 -2.02316 0.45513
C: -1.16426 -1.33277 1.28200
Br: -2.02947 -3.13653 1.40527
Br: -0.22647 -0.82456 2.93474
Br: -2.61904 -0.05106 0.99516
H: -0.41899 -1.28433 0.49877
C: 0.95125 3.36269 0.94448
Br: -0.57574 3.58949 2.15060
Br: 0.79238 4.20573 -0.80681
Br: 1.26649 1.41161 0.76470
H: 1.79477 3.77585 1.48143
C: -2.58910 1.13668 -2.34725
Br: -3.74039 -0.44981 -2.23045
Br: -3.60392 2.65362 -1.56912
Br: -1.99033 1.58227 -4.12480
H: -1.75405 1.05500 -1.66059

The calculation puts the LUMO energy at -0.020 hartree. The value obtained for the frontier orbital gap is 9.47 eV. Its net charge is 0. The spin multiplicity is 1.

Mulliken atomic charge list, values in e, 8 entries: number 1, C, carries -0.260; number 2, Br, carries 0.043; number 3, Br, carries -0.016; number 4, Br, carries -0.001; number 5, H, carries 0.266; number 6, C, carries -0.092; number 7, Br, carries -0.048; number 8, Br, carries -0.020

Calculated F_max (hartree/bohr), listed in the same order as above: 0.0682 0.0794 0.0829 0.0568 0.0462 0.1755 0.1809 0.1265 0.0886 0.0317